{"formula": "C42H58N3O2P2SSi3Sr", "method": "the ωB97M-V functional and the def2-TZVPD basis", "e_above_lowest_kcal_mol": 141.9, "e_tot_ev": -106940.8569, "charge": 1, "orbital_gap_ev": 6.0, "lumo_ev": -3.05, "largest_force_ev_per_a": 9.0, "symbols": ["Sr", "O", "P", "C", "P", "O", "C", "C", "C", "C", "C", "C", "C", "C", "C", "C", "C", "C", "C", "C", "C", "C", "C", "C", "C", "C", "C", "C", "C", "C", "H", "H", "H", "H", "H", "H", "H", "H", "H", "H", "H", "H", "H", "H", "H", "H", "H", "H", "H", "H", "H", "H", "C", "Si", "C", "C", "C", "Si", "C", "C", "C", "Si", "C", "C", "C", "C", "C", "C", "C", "N", "H", "H", "H", "H", "H", "H", "H", "H", "H", "H", "H", "H", "H", "H", "H", "H", "H", "H", "H", "H", "H", "H", "H", "H", "H", "H", "H", "H", "C", "N", "C", "S", "N", "C", "H", "H", "H", "H", "H", "H", "H", "H"], "xyz": [[0.7597, -0.2080, -0.4486], [-0.9122, -0.2687, 1.3086], [0.0964, -0.5946, 2.3545], [1.6874, -1.3451, 1.4767], [3.1741, -0.3137, 0.6479], [3.0909, -0.6930, -0.7958], [4.7038, -0.6876, 1.4684], [5.8413, -0.1410, 0.8663], [7.0892, -0.3920, 1.4091], [7.2056, -1.1921, 2.5383], [6.0788, -1.7462, 3.1281], [4.8233, -1.4913, 2.5992], [2.7881, 1.5111, 0.6955], [3.6027, 2.6400, 0.6986], [3.0221, 3.8961, 0.8428], [1.6583, 4.0661, 1.0485], [0.8193, 2.9605, 1.1233], [1.4284, 1.7455, 0.9031], [0.6739, 0.6556, 3.5163], [2.0155, 0.9093, 3.7865], [2.3660, 1.9744, 4.5986], [1.3774, 2.7923, 5.1321], [0.0394, 2.5282, 4.8808], [-0.3183, 1.4606, 4.0714], [-0.3824, -1.9103, 3.4791], [0.5188, -2.4302, 4.4075], [0.0955, -3.3880, 5.3113], [-1.2291, -3.8129, 5.3016], [-2.1317, -3.2745, 4.3982], [-1.7103, -2.3237, 3.4788], [1.2950, -1.9649, 0.6456], [2.1078, -2.0617, 2.1786], [5.7528, 0.4411, -0.0435], [7.9717, 0.0261, 0.9447], [8.1835, -1.3949, 2.9541], [6.1772, -2.3843, 3.9956], [3.9539, -1.9248, 3.0754], [4.6792, 2.5612, 0.6160], [3.6647, 4.7666, 0.8353], [1.2631, 5.0615, 1.2019], [-0.2314, 3.0206, 1.3920], [1.0349, 0.8134, 1.1934], [2.7986, 0.2759, 3.3861], [3.4095, 2.1743, 4.8033], [1.6538, 3.6378, 5.7482], [-0.7319, 3.1579, 5.3032], [-1.3652, 1.2714, 3.8614], [1.5436, -2.0754, 4.4478], [0.7897, -3.7905, 6.0365], [-1.5576, -4.5585, 6.0134], [-3.1652, -3.5937, 4.4049], [-2.4034, -1.9018, 2.7612], [-1.1708, 1.3044, -5.4226], [-0.2992, 1.0025, -3.7842], [-0.9568, 2.3393, -2.5748], [1.5192, 1.5339, -3.9221], [-0.4234, -0.6617, -3.0470], [0.5249, -1.9731, -3.9739], [0.3701, -3.6664, -3.1427], [0.0069, -2.1830, -5.7747], [2.3960, -1.6994, -3.9798], [-2.1036, -1.2205, -2.6672], [-3.2114, -1.7966, -4.0809], [-3.1452, 0.0261, -1.6872], [-2.0458, -2.6474, -1.4058], [-3.0123, -3.6506, -1.3388], [-3.0191, -4.5546, -0.2931], [-2.0480, -4.4311, 0.6871], [-1.1191, -3.4164, 0.5530], [-1.0929, -2.5432, -0.4553], [-0.9033, 2.2690, -5.8614], [-2.2561, 1.2923, -5.2856], [-0.9253, 0.5257, -6.1454], [-0.5594, 3.3246, -2.8309], [-0.6360, 2.1223, -1.5449], [-2.0472, 2.3882, -2.5658], [1.6032, 2.6236, -3.9374], [2.0354, 1.1485, -4.8016], [2.0797, 1.1715, -3.0506], [-0.6307, -4.1030, -3.1782], [0.6422, -3.5800, -2.0859], [1.0642, -4.3689, -3.6092], [-1.0757, -2.2702, -5.8826], [0.4620, -3.0791, -6.2055], [0.3346, -1.3344, -6.3797], [2.8991, -2.6468, -4.1903], [2.7452, -1.3593, -3.0028], [2.7347, -0.9728, -4.7186], [-3.1529, -1.0851, -4.9082], [-4.2594, -1.8671, -3.7782], [-2.9083, -2.7710, -4.4730], [-3.5291, 0.8332, -2.3156], [-2.5745, 0.4794, -0.8701], [-3.9997, -0.4784, -1.2285], [-3.7552, -3.7156, -2.1237], [-3.7644, -5.3381, -0.2395], [-2.0036, -5.1000, 1.5361], [-0.3424, -3.3273, 1.3038], [-6.1629, 3.8532, 0.2417], [-4.9992, 3.6573, 1.0987], [-3.7808, 3.2502, 0.6872], [-2.8055, 2.3013, 1.6841], [-3.3651, 3.6047, -0.5423], [-3.7592, 4.7874, -1.2932], [-6.9993, 3.2886, 0.6500], [-5.9594, 3.4716, -0.7557], [-6.4547, 4.9012, 0.1706], [-5.1818, 3.4189, 2.0591], [-2.5311, 3.1260, -0.8477], [-4.3249, 5.4613, -0.6562], [-4.3569, 4.5417, -2.1717], [-2.8617, 5.3093, -1.6231]]}